118
Properties=species:S:1:pos:R:3:forces:R:3 method="wB97M-V/def2-TZVPD" fmax_ev_per_a=1.0 multiplicity=1 charge=+1 de_lowest_kcal_mol=0.0 homo_ev=-9.848 homo_lumo_gap_ev=6.317 energy_ev=-229895.8435
Zr -0.81467 -0.05174 -0.51572 -0.657 -0.541 0.505
O -7.90314 0.76347 -1.42270 -0.107 -0.018 -0.171
C -7.08305 1.66808 -1.23671 0.117 -0.269 0.603
O -7.16738 2.85915 -0.91325 0.064 0.119 -0.279
C -5.61274 1.16753 -1.30866 -0.030 0.145 -0.188
C -4.58768 2.02085 -1.68970 0.246 -0.145 0.036
C -3.28496 1.55358 -1.72044 -0.137 0.133 0.062
N -2.95152 0.31997 -1.30740 -0.049 0.077 -0.014
C -3.95160 -0.51897 -0.97453 -0.071 -0.002 0.039
C -5.28042 -0.13971 -0.98706 0.170 -0.046 -0.078
C -3.50905 -1.87872 -0.62270 -0.037 0.001 0.033
C -4.37188 -2.96394 -0.55332 0.057 0.058 -0.015
C -3.85361 -4.21805 -0.28305 0.080 0.034 -0.001
C -2.48400 -4.35794 -0.11179 -0.043 0.080 -0.010
C -1.68998 -3.23113 -0.19257 0.070 -0.076 -0.032
N -2.18801 -2.00747 -0.42062 0.053 0.049 -0.028
C -2.16059 2.40196 -2.14967 -0.028 0.014 -0.029
C -2.37815 3.59691 -2.82702 -0.013 -0.106 0.059
C -1.31697 4.43915 -3.08680 0.075 -0.039 0.046
C -0.05826 4.06620 -2.64414 -0.062 -0.047 0.004
C 0.08462 2.83935 -2.02986 -0.034 0.067 0.039
N -0.92463 1.98639 -1.80885 0.109 0.075 -0.177
H -4.84650 3.04580 -1.90697 -0.025 0.069 -0.035
H -6.08454 -0.81935 -0.74765 -0.060 -0.021 0.016
H -5.42755 -2.82972 -0.73202 -0.021 0.016 0.003
H -4.50951 -5.07513 -0.22642 -0.016 -0.034 0.003
H -2.02697 -5.31728 0.07753 0.024 -0.034 0.005
H -0.61760 -3.30928 -0.07601 -0.160 0.005 -0.032
H -3.37643 3.86079 -3.13551 -0.057 0.009 -0.006
H -1.47283 5.37414 -3.60504 -0.007 0.039 -0.025
H 0.80554 4.70005 -2.78138 0.026 0.001 0.002
H 1.05689 2.52779 -1.68545 0.014 -0.009 -0.001
Br -3.43016 0.03373 -4.76563 0.008 0.000 0.034
C -2.21768 -1.41596 -4.61343 0.009 0.048 0.046
C -2.22149 -2.37306 -5.62209 0.018 0.001 0.034
C -1.33608 -3.42671 -5.51026 0.000 0.027 0.019
C -0.49444 -3.48286 -4.40912 0.015 0.013 0.046
C -0.57438 -2.47113 -3.47004 -0.007 -0.020 0.000
N -1.42747 -1.44235 -3.56016 0.080 0.000 -0.034
C 0.31762 -2.53177 -2.25181 0.016 -0.128 -0.168
O 0.95362 -3.52783 -1.99243 -0.036 -0.014 -0.018
O 0.32011 -1.45460 -1.51533 0.026 0.370 0.073
H -2.89790 -2.28242 -6.45724 -0.033 0.015 -0.029
H -1.30370 -4.19342 -6.27060 -0.001 -0.037 -0.035
H 0.21276 -4.28473 -4.25920 0.013 -0.017 0.002
C 5.23753 1.88312 0.47997 -0.015 -0.059 0.046
Si 4.26201 0.32199 0.80881 -0.084 0.001 0.251
C 4.29397 -0.08136 2.63250 -0.051 0.065 -0.026
C 5.13883 -1.10086 -0.01643 -0.033 0.058 -0.167
As 1.95406 0.71126 0.08300 0.496 0.108 -0.432
Si 2.67320 0.55989 -2.29611 0.077 -0.007 0.094
C 3.20917 -1.22673 -2.48734 -0.043 0.026 -0.095
C 4.07688 1.75100 -2.67479 -0.029 -0.032 0.034
C 1.42879 0.85103 -3.67479 0.047 -0.055 -0.052
Si 1.64640 2.86089 1.14304 0.005 0.041 0.065
C 2.28692 4.28291 0.08477 -0.023 -0.044 -0.006
C -0.12395 3.18601 1.74385 -0.046 -0.046 -0.013
C 2.52947 2.82968 2.79428 -0.013 -0.094 -0.040
H 6.16634 1.79872 1.04965 0.041 -0.004 0.059
H 4.73409 2.78794 0.80934 -0.045 0.093 0.024
H 5.50810 2.00405 -0.56426 0.009 -0.005 0.009
H 5.18548 -0.67828 2.82863 0.079 -0.026 -0.015
H 3.43139 -0.66723 2.93253 -0.014 -0.033 0.019
H 4.34300 0.80410 3.26203 -0.059 0.024 0.030
H 6.06002 -1.21803 0.55829 0.073 0.011 0.045
H 5.42288 -0.91695 -1.05141 -0.038 -0.032 0.081
H 4.59760 -2.04245 0.04534 -0.040 -0.062 -0.027
H 4.26718 -1.29247 -2.73517 0.034 -0.005 0.011
H 2.66277 -1.65811 -3.32724 -0.039 -0.011 -0.010
H 3.00568 -1.85355 -1.62479 0.025 -0.047 0.052
H 5.04650 1.29447 -2.48478 0.064 -0.007 0.026
H 4.02725 2.68331 -2.11301 -0.013 0.009 -0.033
H 4.03988 1.99971 -3.73629 -0.013 -0.012 -0.075
H 0.40633 0.53346 -3.49799 -0.100 -0.069 -0.002
H 1.81358 0.24064 -4.49913 0.021 0.000 0.013
H 1.43057 1.88032 -4.02549 -0.066 0.083 0.012
H 2.71709 3.96705 -0.86509 0.010 -0.009 -0.011
H 3.06593 4.81497 0.63212 0.041 0.029 0.028
H 1.49237 4.99923 -0.12347 -0.058 0.037 -0.030
H -0.18012 4.27857 1.81999 -0.004 0.042 0.004
H -0.13288 2.81961 2.77417 0.030 -0.024 -0.006
H -1.48962 3.20422 0.09220 0.044 -0.066 0.149
H 3.60728 2.94766 2.74288 0.130 -0.046 -0.012
H 2.29000 1.91560 3.34568 0.017 0.057 -0.027
H 2.13734 3.66622 3.37825 -0.022 0.054 -0.002
C -2.65343 2.97529 1.84513 0.098 -0.027 -0.047
C -1.38330 2.68665 1.05657 -0.138 0.159 -0.016
O -1.27856 1.29378 0.81422 0.010 -0.007 -0.171
H -2.60326 2.55552 2.84980 -0.008 0.000 0.000
H -3.52255 2.56268 1.33083 -0.017 -0.012 0.001
H -2.79771 4.05096 1.93742 -0.012 0.050 0.012
C -2.38602 -1.42289 2.63343 -0.012 -0.077 -0.023
P -0.63085 -1.28059 2.12573 0.031 0.055 0.029
C 0.08079 -2.93588 2.34747 0.060 0.111 -0.048
C -0.41873 -3.85670 3.26267 0.007 0.011 0.013
C 0.19039 -5.09406 3.40181 -0.013 0.000 0.004
C 1.30044 -5.41515 2.63287 0.011 0.014 -0.021
C 1.80378 -4.50039 1.71875 0.012 -0.013 0.004
C 1.19410 -3.26405 1.57518 0.041 0.052 -0.023
C 0.05497 -0.37760 3.55823 0.015 -0.001 -0.032
C 1.25094 -0.76372 4.15724 -0.063 -0.026 0.001
C 1.73067 -0.09043 5.27162 -0.011 0.001 0.002
C 1.01505 0.96834 5.80889 -0.011 -0.012 -0.024
C -0.19067 1.34472 5.23352 0.001 0.006 0.017
C -0.66664 0.67453 4.11816 -0.037 0.027 -0.055
H -2.48012 -1.50873 3.71561 0.010 0.004 -0.023
H -2.84065 -2.29539 2.16439 -0.010 0.013 -0.004
H -2.91821 -0.52943 2.30115 -0.012 -0.010 0.028
H -1.27788 -3.61216 3.87293 -0.038 0.005 0.025
H -0.20007 -5.80778 4.11325 -0.016 -0.033 0.030
H 1.77038 -6.38182 2.74362 0.025 -0.046 0.006
H 2.65928 -4.75372 1.10854 0.026 -0.012 -0.028
H 1.56586 -2.55600 0.83720 -0.012 -0.044 0.036
H 1.79134 -1.62158 3.78138 0.014 -0.026 -0.029
H 2.65912 -0.40583 5.72805 0.026 -0.010 0.010
H 1.38538 1.48626 6.68218 0.011 0.019 0.037
H -0.76833 2.15372 5.66049 -0.012 0.021 0.009
H -1.61851 0.96030 3.69076 0.034 0.009 0.007